16
Properties=species:S:1:pos:R:3:forces:R:3:nbo_charge:R:1 method="wB97M-V/def2-TZVPD" total_charge=+1 gap_ev=10.175 e_homo_ha=-0.511
S -0.153 -1.983 1.794 0.1 -0.1 -1.6 0.143
S -1.828 0.454 1.225 2.2 0.5 1.8 0.154
N 0.671 -0.092 -0.422 -1.5 -4.0 2.6 -0.421
C 1.134 1.053 0.340 -0.2 0.0 1.7 -0.434
C 0.024 0.156 -1.694 0.5 -0.1 -1.2 -0.432
C -0.742 -0.773 0.589 -0.1 -2.4 -1.3 -0.402
H 0.015 -0.787 -2.257 0.2 0.3 0.0 0.237
H 0.835 0.952 1.494 0.3 0.7 -2.7 0.231
H 0.868 1.948 -0.245 -0.2 -0.1 1.1 0.244
H -2.768 0.375 0.387 -1.7 -0.3 -2.0 0.139
H 0.074 -1.129 2.733 0.3 1.0 1.3 0.122
H 0.630 0.929 -2.242 -1.1 -0.6 0.3 0.242
H 1.375 -0.949 -0.405 -1.8 2.4 -0.2 0.454
H -1.044 0.361 -1.499 0.7 0.8 -0.4 0.225
H -1.274 -1.476 -0.150 0.9 1.5 0.7 0.265
H 2.183 0.960 0.352 1.4 0.4 0.0 0.233

=====

17
Properties=species:S:1:pos:R:3:forces:R:3:nbo_charge:R:1 method="wB97M-V/def2-TZVPD" smiles="C=CN=C.CC" total_charge=0 gap_ev=10.098 e_homo_ha=-0.341
N 0.775 0.327 1.929 0.0 -0.3 -1.0 -0.411
C 1.346 -0.944 2.154 0.6 0.5 0.1 -0.030
C 1.319 1.045 1.036 0.0 0.0 0.2 -0.039
C -1.344 1.199 -1.483 0.3 -0.6 0.4 -0.604
C -2.032 -0.161 -1.625 0.0 0.1 -0.1 -0.605
C 1.768 -1.756 1.178 -0.9 0.1 0.7 -0.455
H -1.823 -0.775 -0.748 0.0 0.0 0.0 0.207
H -1.606 1.933 -2.241 -0.1 -0.1 -0.1 0.205
H 1.426 -1.183 3.208 -0.1 -0.3 -0.1 0.198
H 1.587 -1.477 0.150 0.1 -0.1 -0.1 0.198
H 2.037 -2.774 1.421 0.3 0.1 -0.1 0.211
H 0.804 1.901 0.609 0.0 0.2 0.4 0.175
H -1.539 1.608 -0.491 -0.1 0.2 -0.1 0.204
H 2.314 0.832 0.635 0.0 -0.2 -0.1 0.152
H -0.268 1.010 -1.531 0.0 0.3 -0.1 0.194
H -3.117 -0.086 -1.710 0.0 0.1 -0.1 0.202
H -1.647 -0.700 -2.492 -0.1 0.0 0.0 0.199

=====

76
Properties=species:S:1:pos:R:3:forces:R:3:lowdin_charge:R:1 method="wB97M-V/def2-TZVPD" smiles="NC(N)=O.NC(N)=O.CCO.CCO.CCO.CCO.CCO.CCO.CO" total_charge=0 gap_ev=9.404 e_homo_ha=-0.347
O 6.530 1.968 -4.160 -0.4 -0.7 -0.6 0.002
O 2.712 -8.062 0.087 0.2 -0.1 0.2 -0.080
O 0.838 -0.040 8.640 0.7 -0.9 -1.1 -0.136
O -0.853 -0.589 0.044 0.8 -3.0 -3.1 -0.052
O -8.806 3.082 4.406 -0.5 0.4 -0.4 -0.106
O -1.045 8.337 2.141 -0.1 -0.2 -0.3 -0.103
O -2.339 3.198 -4.524 1.1 -0.4 0.6 -0.069
O 6.107 -1.257 2.220 -0.9 1.4 -0.8 0.019
O -0.601 -4.426 -8.667 0.6 0.5 0.2 -0.107
N 5.093 -2.838 0.949 -3.4 -1.2 -5.0 0.179
N 5.280 2.364 -2.445 -1.4 0.9 6.2 0.162
N 6.208 -3.345 2.701 1.8 -4.4 2.5 0.146
N 4.299 2.024 -4.362 -3.0 -0.7 -1.9 0.163
C 5.788 -2.398 1.916 2.7 3.8 3.1 -0.814
C -4.626 2.775 -5.110 1.0 -0.4 -0.7 -0.082
C -7.733 2.288 3.873 -1.2 0.7 0.9 -0.301
C -0.117 7.229 2.212 -0.4 1.8 1.9 -0.330
C 0.158 -3.636 -7.713 -1.7 -1.0 0.5 -0.278
C -0.804 0.218 1.104 -0.2 1.7 1.9 -0.418
C -0.482 -3.888 -6.300 1.1 0.4 -0.5 -0.078
C 1.293 -7.932 0.161 0.5 0.9 -1.6 -0.350
C 0.683 -8.521 1.348 -0.9 -0.2 1.8 -0.110
C 2.205 0.225 8.203 -0.4 1.2 1.7 -0.138
C 0.948 7.450 1.187 -0.6 -1.2 -0.5 -0.088
C -3.115 2.635 -5.523 -3.0 1.1 -1.7 -0.342
C 5.393 2.035 -3.668 5.6 0.5 -2.8 -0.809
C -0.693 -0.539 2.410 -0.4 0.3 -0.6 -0.077
C -6.941 1.833 5.060 1.4 -0.8 0.5 -0.104
H -0.386 -8.316 1.413 -0.3 -0.3 -0.6 0.079
H -0.748 6.340 2.199 0.7 -0.5 -0.6 0.112
H -2.930 1.628 -5.896 0.7 -0.2 1.0 0.110
H -8.267 1.491 3.355 0.5 0.0 -0.2 0.113
H -1.607 -1.131 2.440 0.1 -0.1 0.8 0.077
H 2.434 0.459 7.163 -0.9 -0.1 -0.3 0.070
H -0.591 -4.958 -6.126 0.3 -0.1 -0.2 0.068
H 4.479 -2.243 0.411 0.5 -0.1 0.0 0.129
H -7.505 1.819 5.992 -0.4 0.1 -0.3 0.078
H 0.300 7.343 3.213 0.4 -0.6 0.2 0.103
H 0.846 -9.595 1.435 0.1 0.1 0.1 0.081
H -7.154 2.946 3.225 0.1 -0.5 -0.4 0.108
H 0.386 7.259 0.273 0.7 0.4 -0.6 0.077
H -6.081 2.480 5.231 0.0 0.1 0.0 0.069
H 0.227 -3.494 -5.572 0.0 -0.1 0.2 0.061
H -3.011 3.247 -6.419 0.2 0.0 -0.4 0.098
H 6.292 -4.259 2.280 0.0 -0.1 0.6 0.103
H -1.454 -3.470 -6.039 0.0 0.4 -0.7 0.065
H -4.766 2.035 -4.322 -0.6 0.5 0.2 0.070
H -0.256 -4.080 -9.493 -0.3 -0.4 -0.5 0.067
H 0.178 -1.186 2.520 0.0 0.1 -0.3 0.075
H 3.568 2.580 -3.942 -0.2 -0.1 -0.9 0.113
H -8.442 3.941 4.632 -0.1 0.1 0.1 0.075
H 1.408 8.437 1.227 -0.4 0.0 0.0 0.084
H -1.689 8.110 2.815 -0.3 0.4 0.0 0.070
H 0.437 0.801 8.872 0.1 0.0 -0.1 0.061
H 5.135 -3.819 0.713 -0.4 0.4 0.0 0.118
H 1.727 6.696 1.301 0.0 0.0 -0.1 0.075
H 0.128 -2.623 -8.114 0.0 0.4 0.7 0.102
H 1.193 -3.977 -7.723 0.1 0.0 0.3 0.100
H 0.986 -7.982 2.246 0.7 -0.4 0.2 0.079
H -0.809 -0.096 -0.779 -0.1 0.0 0.0 0.097
H -2.451 4.141 -4.666 0.2 0.1 0.4 0.087
H 6.093 2.590 -1.891 -0.2 -0.4 -0.3 0.131
H -6.524 0.831 4.963 0.0 -0.1 -0.2 0.069
H 0.849 -8.329 -0.752 -0.1 0.0 -0.1 0.112
H 4.424 2.124 -1.965 0.3 0.3 0.3 0.115
H 2.921 -0.542 8.497 -0.6 -0.3 0.2 0.073
H 0.018 0.932 1.064 0.1 0.4 -0.2 0.110
H -1.778 0.705 1.061 0.0 1.0 0.9 0.113
H 1.124 -6.855 0.158 -0.2 0.1 -0.1 0.112
H -4.836 3.813 -4.853 0.2 -0.1 0.7 0.065
H 6.859 -3.148 3.447 -0.1 0.3 -0.4 0.120
H 2.943 -8.819 -0.457 -0.1 -0.1 0.1 0.077
H -5.328 2.619 -5.930 0.2 -0.6 -0.2 0.064
H 4.506 1.994 -5.350 -0.7 0.2 0.0 0.123
H 2.396 1.105 8.816 1.1 0.2 -0.4 0.070
H -0.619 0.267 3.140 -0.4 -0.4 0.5 0.075

=====

95
Properties=species:S:1:pos:R:3:forces:R:3:mulliken_spin:R:1 method="wB97M-V/def2-TZVPD" multiplicity=2 s_squared=1.13 total_charge=+1 gap_ev="7.495 / 7.550" e_homo_ha="-0.398 / -0.405"
Br 6.067 -3.709 -1.204 0.0 0.0 0.0 0.001
Br 0.648 -4.627 -2.541 0.0 0.0 0.0 0.002
Cr 0.016 -0.246 -0.285 -0.4 -0.2 0.3 0.970
O 0.327 -1.883 -1.063 -0.1 0.2 0.0 -0.006
O -2.257 -2.086 0.351 0.1 -0.1 -0.2 0.001
N -1.876 0.509 -0.639 -0.1 0.1 -0.2 -0.002
N 0.136 2.476 0.375 -0.1 0.0 -0.1 0.011
N -2.155 1.493 0.275 0.0 -0.1 0.0 0.017
N -0.164 -0.275 1.805 0.1 0.0 0.0 -0.019
N 0.561 1.682 -0.648 0.3 -0.1 -0.1 0.003
N -0.668 0.927 2.219 0.0 0.0 0.0 0.004
N 2.077 -0.455 0.057 0.1 0.0 0.1 -0.057
C 0.234 -3.367 1.941 0.0 0.1 0.0 -0.011
C -3.270 -2.058 1.347 0.0 0.1 0.1 0.001
C 4.790 -1.063 0.184 0.0 0.0 0.1 0.011
C 3.582 1.492 -2.352 0.0 -0.1 0.0 0.001
C 4.278 0.051 0.798 0.0 0.0 0.1 -0.008
C 0.675 -2.396 3.035 0.0 0.0 0.0 0.007
C 1.947 -3.528 -1.751 0.0 0.1 0.0 0.016
C 1.458 2.367 -1.363 -0.1 0.1 -0.1 0.028
C -3.145 -0.479 -2.654 0.0 0.0 0.0 -0.002
C 2.042 2.939 -3.689 0.0 0.0 0.0 0.000
C 4.268 -3.144 -1.169 0.0 0.0 0.0 0.016
C 0.755 3.667 0.300 0.0 0.0 0.0 0.005
C 2.905 0.329 0.712 0.0 0.0 0.1 0.027
C -3.409 1.942 0.101 0.0 0.0 0.0 0.008
C 2.569 -1.570 -0.540 0.0 -0.1 0.1 0.023
C 2.112 1.839 -2.619 0.0 0.0 -0.1 -0.004
C -1.305 2.116 4.326 0.0 0.0 0.0 0.001
C -0.778 0.953 3.556 0.0 0.0 0.0 -0.006
C 1.369 0.610 -3.137 0.0 0.0 0.0 0.006
C -1.998 -1.427 -2.961 0.0 0.0 0.0 -0.016
C 2.206 -2.281 3.048 0.0 0.0 0.0 -0.004
C 0.253 -3.009 4.379 0.0 0.0 0.0 0.001
C -4.426 -1.309 -2.494 0.0 0.0 0.0 -0.001
C 3.924 -1.930 -0.516 0.0 0.0 0.0 -0.007
C -3.955 1.247 -0.953 0.0 0.0 0.0 0.004
C 3.308 -3.913 -1.761 0.0 0.0 0.0 -0.011
C 1.571 -2.357 -1.152 0.0 0.0 0.0 -0.005
C 1.604 3.635 -0.793 0.1 -0.1 0.1 0.015
C -2.963 0.372 -1.414 0.0 0.0 0.1 -0.002
C -0.337 -0.262 4.029 0.0 0.0 0.0 -0.003
C -4.020 3.013 0.939 0.0 0.0 0.0 0.001
C 0.485 4.779 1.255 0.0 0.0 0.0 -0.002
C 0.057 -1.010 2.915 -0.1 0.0 0.0 0.010
C -3.311 0.489 -3.839 0.0 0.0 0.0 0.001
B -1.083 2.032 1.230 0.0 0.0 0.0 -0.028
H -2.849 -2.130 2.355 0.0 0.0 0.0 0.000
H 3.676 0.684 -1.625 0.0 0.1 -0.2 0.001
H 2.479 1.211 1.177 0.0 0.0 0.0 -0.001
H -2.231 -1.971 -3.879 0.0 0.0 0.0 -0.001
H 5.845 -1.292 0.239 0.0 0.0 0.0 0.000
H 2.534 -1.517 3.755 0.0 0.0 0.0 0.000
H 2.507 2.583 -4.609 0.0 0.0 0.0 0.000
H 0.382 -2.965 0.943 0.0 0.0 0.0 0.006
H 0.299 0.813 -3.228 0.0 0.0 0.0 -0.006
H -0.538 5.143 1.152 0.0 0.0 0.0 0.000
H -1.840 -2.954 0.340 0.0 0.0 0.0 0.000
H 0.811 -4.289 2.025 0.0 0.0 0.0 0.000
H -4.002 -2.856 1.204 0.0 0.0 0.0 0.000
H -5.300 -0.682 -2.317 0.0 0.0 0.0 0.000
H -1.060 -0.900 -3.131 0.0 0.0 0.0 0.004
H -4.605 -1.882 -3.405 0.0 0.0 0.0 0.000
H 4.059 1.169 -3.278 0.0 0.0 0.0 0.000
H -5.057 3.157 0.643 0.0 0.0 0.0 0.000
H -1.854 -2.150 -2.168 0.0 -0.1 0.1 0.001
H -0.820 -3.625 2.065 0.0 0.0 0.0 0.000
H 0.607 -4.039 4.424 0.0 0.0 0.0 0.000
H -0.730 3.022 4.132 0.0 0.0 0.0 0.000
H 1.518 -0.262 -2.497 0.0 0.1 -0.1 -0.009
H -3.999 2.752 1.997 0.0 0.0 0.0 0.000
H -3.778 -1.099 1.250 0.0 0.0 0.0 0.000
H -2.345 2.323 4.073 0.0 0.0 0.0 0.000
H 2.568 3.840 -3.375 0.0 0.0 0.0 0.000
H -4.945 1.378 -1.356 0.0 0.0 0.0 0.000
H 2.641 -3.235 3.354 0.0 0.0 0.0 0.000
H -4.164 1.153 -3.699 0.0 0.0 0.0 0.000
H 4.128 2.358 -1.974 0.0 0.0 0.0 0.000
H 1.737 0.341 -4.128 0.0 0.0 0.0 0.001
H 2.231 4.439 -1.136 0.0 0.0 0.0 0.001
H 3.581 -4.839 -2.247 0.0 0.0 0.0 0.000
H -1.500 2.965 1.836 0.0 0.0 0.0 0.000
H -2.418 1.106 -3.966 0.0 0.0 0.0 -0.001
H -0.832 -3.017 4.493 0.0 0.0 0.0 0.000
H -0.309 -0.565 5.060 0.0 0.0 0.0 0.000
H 4.919 0.726 1.347 0.0 0.0 0.0 0.001
H -3.467 -0.078 -4.758 0.0 0.0 0.0 0.000
H 2.602 -2.040 2.067 0.0 0.1 -0.1 0.003
H 1.164 5.605 1.058 0.0 0.0 0.0 0.000
H -4.325 -2.006 -1.662 0.0 0.0 0.0 0.000
H 1.007 3.207 -3.907 0.0 0.0 0.0 0.000
H 0.689 -2.476 5.225 0.0 0.0 0.0 0.000
H -3.496 3.961 0.816 0.0 0.0 0.0 0.000
H -1.250 1.897 5.390 0.0 0.0 0.0 0.000
H 0.622 4.457 2.287 0.0 0.0 0.0 0.001

=====

Results for M: 124.25 85.15 428.57 809.42 (in Da, following the order of the records).